a | The molecule C5H6. Source: the Open Molecules 2025 dataset; level of theory: ωB97M-V/def2-TZVPD.

As for the HOMO-LUMO gap: 10.93 eV. Its spin multiplicity is 1. Its highest occupied orbital energy is -9.80 eV.

Last column: Löwdin charge in e.
CARTESIAN COORDINATES (ANGSTROEM)
C (2.22, -0.14, -0.33)  -0.0182
C (1.08, -0.38, 0.28)  -0.2202
C (-0.01, 0.60, 0.23)  -0.2609
C (-1.37, 0.10, 0.04)  -0.1609
C (-2.46, -0.31, -0.22)  0.0902
H (3.09, -0.81, -0.23)  0.0618
H (2.42, 0.77, -0.94)  0.0755
H (0.95, -1.18, 1.05)  0.1250
H (0.18, 1.39, -0.57)  0.1348
H (0.03, 1.21, 1.16)  0.1298
H (-3.48, -0.63, -0.47)  0.0430


b | The molecule C5H6. Source: the Open Molecules 2025 dataset; level of theory: ωB97M-V/def2-TZVPD.

As for the HOMO-LUMO gap: 9.64 eV. Its spin multiplicity is 1. Its highest occupied orbital energy is -8.45 eV.

Last column: Löwdin charge in e.
CARTESIAN COORDINATES (ANGSTROEM)
C (-0.99, -0.52, -0.08)  -0.2072
C (-0.67, 0.93, -0.03)  -0.1254
C (0.68, 1.07, -0.02)  -0.1297
C (1.33, -0.18, -0.06)  -0.1184
C (0.37, -1.06, -0.07)  -0.1568
H (-1.58, -0.73, 0.91)  0.1573
H (-1.85, -0.74, -0.82)  0.1444
H (-1.47, 1.68, 0.09)  0.1071
H (1.19, 2.08, -0.12)  0.1175
H (2.36, -0.42, 0.05)  0.1033
H (0.62, -2.11, 0.15)  0.1080


c | The molecule C5H6. Source: the Open Molecules 2025 dataset; level of theory: ωB97M-V/def2-TZVPD.

As for the HOMO-LUMO gap: 9.87 eV. Its spin multiplicity is 1. Its highest occupied orbital energy is -8.67 eV.

Last column: Löwdin charge in e.
CARTESIAN COORDINATES (ANGSTROEM)
C (0.49, 0.71, -0.44)  -0.1243
C (-0.69, -0.07, -0.07)  -0.2511
C (1.45, 0.06, 0.51)  -0.0965
C (-1.99, 0.01, 0.18)  0.0388
C (0.57, -0.81, -0.33)  -0.1036
H (0.68, 1.40, -1.23)  0.1240
H (2.50, 0.09, 0.25)  0.1010
H (1.26, 0.12, 1.58)  0.0982
H (-2.59, -0.87, 0.37)  0.0454
H (-2.48, 0.96, 0.21)  0.0486
H (0.82, -1.59, -1.02)  0.1196


The structure with the least stability is c.


a | A cluster of 3 separate species, C2H11N2O2 in total. Source: the Open Molecules 2025 dataset; level of theory: ωB97M-V/def2-TZVPD.

Its charge is +1. As for the HOMO-LUMO gap: 9.59 eV. Its spin multiplicity is 1. Its highest occupied orbital energy is -12.61 eV.

Last column: Löwdin charge in e.
CARTESIAN COORDINATES (ANGSTROEM)
C (1.42, 0.61, -0.52)  -0.1970
C (0.63, -0.27, 0.12)  -0.1151
N (-0.76, -0.53, -0.33)  0.2030
N (2.58, 1.04, 0.00)  0.1093
H (1.14, 0.94, -1.50)  0.1300
H (0.97, -0.80, 0.99)  0.1203
H (-0.98, 0.15, -1.06)  0.1540
H (-0.86, -1.47, -0.71)  0.1665
H (-1.31, -0.37, 0.51)  0.1685
H (2.82, 0.81, 0.94)  0.1133
H (3.16, 1.76, -0.37)  0.1067
H (-1.55, 3.43, -1.13)  0.0445
H (-0.17, 3.87, -0.57)  0.0456
O (-0.77, 3.12, -0.66)  -0.0599
H (-1.81, -4.76, 1.12)  0.0372
H (-2.60, -3.74, 1.91)  0.0402
O (-1.90, -3.82, 1.25)  -0.0672


b | A cluster of 3 separate species, C2H11N2O2 in total. Source: the Open Molecules 2025 dataset; level of theory: ωB97M-V/def2-TZVPD.

Its charge is +1. As for the HOMO-LUMO gap: 9.88 eV. Its spin multiplicity is 1. Its highest occupied orbital energy is -12.92 eV.

Last column: Löwdin charge in e.
CARTESIAN COORDINATES (ANGSTROEM)
C (0.68, -0.34, -0.07)  -0.1195
C (0.67, 0.17, -1.29)  -0.1867
N (1.74, 0.80, -1.92)  0.0754
N (-0.56, -0.77, 0.58)  0.1862
H (1.65, -0.67, 0.30)  0.1324
H (-0.25, 0.31, -1.85)  0.1215
H (1.96, 0.46, -2.85)  0.1056
H (2.58, 0.82, -1.35)  0.0988
H (-1.35, -0.45, 0.00)  0.0999
H (-0.60, -1.76, 0.81)  0.1740
H (-0.59, -0.25, 1.47)  0.1430
H (1.45, 1.65, 3.23)  0.0563
H (0.59, 0.47, 3.63)  0.0470
O (1.04, 0.85, 2.87)  -0.0513
H (-3.28, -1.39, -1.33)  0.0774
H (-3.45, 0.13, -1.21)  0.0793
O (-2.93, -0.62, -0.87)  -0.0392


The structure with the least stability is a.


a | A cluster of 2 separate species, H2N5O2 in total. Source: the Open Molecules 2025 dataset; level of theory: ωB97M-V/def2-TZVPD.

Its charge is -1. As for the HOMO-LUMO gap (spin up / spin down): 5.31 / 5.32 eV. Its spin multiplicity is 1. Its highest occupied orbital energy (spin up / spin down) is -1.54 / -1.55 eV.

Last column: Löwdin charge in e.
CARTESIAN COORDINATES (ANGSTROEM)
N (1.88, -1.34, 0.80)  0.2344
N (-0.66, 1.14, -1.11)  -0.1538
N (-0.95, 0.26, -0.18)  -0.3071
N (2.49, -0.58, 0.27)  -0.3256
N (-2.10, 0.06, 0.43)  -0.2246
O (3.11, 0.12, -0.39)  0.0948
O (-2.15, -1.01, 1.17)  -0.3729
H (-1.49, 1.72, -1.13)  -0.0529
H (-0.11, -0.38, 0.14)  0.1078


b | A cluster of 2 separate species, H2N5O2 in total. Source: the Open Molecules 2025 dataset; level of theory: ωB97M-V/def2-TZVPD.

Its charge is -1. As for the HOMO-LUMO gap (spin up / spin down): 5.98 / 5.98 eV. Its spin multiplicity is 1. Its highest occupied orbital energy (spin up / spin down) is -1.84 / -1.84 eV.

Last column: Löwdin charge in e.
CARTESIAN COORDINATES (ANGSTROEM)
N (-1.53, 0.64, -0.29)  0.1891
N (0.12, -0.90, 0.10)  -0.1640
N (1.18, -0.18, -0.24)  -0.2601
N (-2.58, 0.31, -0.08)  -0.3239
N (2.06, 0.32, 0.54)  -0.2083
O (-3.63, -0.15, 0.19)  -0.0101
O (3.01, 0.95, -0.07)  -0.3320
H (0.10, -0.95, 1.12)  -0.0188
H (1.27, -0.04, -1.26)  0.1280


The structure with the least stability is a.


a | The ion C4H6NO3 with charge -1. Source: the Open Molecules 2025 dataset; level of theory: ωB97M-V/def2-TZVPD.

Its charge is -1. As for the HOMO-LUMO gap: 8.29 eV. Its spin multiplicity is 1. Its highest occupied orbital energy is -4.62 eV.

Last column: Löwdin charge in e.
CARTESIAN COORDINATES (ANGSTROEM)
C (1.29, 1.75, -1.49)  -0.0233
C (0.30, 0.59, -1.68)  -0.5424
N (-0.28, 0.04, -0.59)  0.0614
C (0.23, 0.19, 0.76)  -0.1372
C (-0.43, -0.84, 1.73)  -0.7327
O (-1.44, -1.44, 1.27)  -0.0829
O (0.10, -0.95, 2.86)  -0.0814
O (0.03, 0.24, -2.83)  -0.0152
H (0.91, 2.57, -0.89)  0.0714
H (2.28, 1.44, -1.17)  0.0713
H (1.40, 2.14, -2.51)  0.0656
H (-0.82, -0.80, -0.75)  0.1259
H (-0.16, 1.13, 1.17)  0.1129
H (1.31, 0.17, 0.86)  0.1067


b | The ion C4H6NO3 with charge -1. Source: the Open Molecules 2025 dataset; level of theory: ωB97M-V/def2-TZVPD.

Its charge is -1. As for the HOMO-LUMO gap: 7.76 eV. Its spin multiplicity is 1. Its highest occupied orbital energy is -4.18 eV.

Last column: Löwdin charge in e.
CARTESIAN COORDINATES (ANGSTROEM)
O (0.52, 1.22, -2.55)  -0.0803
C (0.74, 0.22, -1.84)  -0.7695
O (0.94, -0.97, -2.19)  -0.0989
C (0.64, 0.42, -0.31)  -0.1274
C (-0.70, -0.19, 0.16)  -0.1329
C (-0.78, -0.13, 1.66)  -0.5681
N (-0.22, -1.20, 2.32)  0.1376
O (-1.24, 0.79, 2.31)  0.0238
H (1.42, -0.14, 0.17)  0.0942
H (0.67, 1.48, -0.03)  0.1088
H (-0.69, -1.23, -0.17)  0.1069
H (-1.54, 0.33, -0.27)  0.1217
H (0.11, -2.03, 1.86)  0.0946
H (0.07, -1.01, 3.26)  0.0896


The structure with the least stability is b.


a | The molecule C2H2F2O. Source: the Open Molecules 2025 dataset; level of theory: ωB97M-V/def2-TZVPD.

As for the HOMO-LUMO gap: 12.62 eV. Its spin multiplicity is 1. Its highest occupied orbital energy is -11.65 eV.

Last column: Löwdin charge in e.
CARTESIAN COORDINATES (ANGSTROEM)
C (0.23, 0.02, 0.17)  0.0705
C (0.73, 0.71, 1.38)  -0.6049
O (1.60, 0.46, 0.43)  0.1292
F (0.53, 2.04, 1.74)  0.0940
F (0.71, 0.09, 2.55)  0.1391
H (-0.01, -0.96, 0.34)  0.0977
H (-0.17, 0.57, -0.54)  0.0744


b | The molecule C2H2F2O. Source: the Open Molecules 2025 dataset; level of theory: ωB97M-V/def2-TZVPD.

As for the HOMO-LUMO gap: 12.42 eV. Its spin multiplicity is 1. Its highest occupied orbital energy is -11.49 eV.

Last column: Löwdin charge in e.
CARTESIAN COORDINATES (ANGSTROEM)
C (-0.45, 0.71, 0.09)  0.0052
C (0.47, -0.54, -0.05)  -0.4833
O (0.19, 0.26, -1.10)  0.0821
F (1.69, -0.57, 0.47)  0.1503
F (0.00, -1.91, -0.07)  0.0415
H (-1.51, 0.48, -0.01)  0.1095
H (-0.39, 1.57, 0.67)  0.0947


The structure with the least stability is b.


a | The molecule C2H2OS2. Source: the Open Molecules 2025 dataset; level of theory: ωB97M-V/def2-TZVPD.

As for the HOMO-LUMO gap: 8.74 eV. Its spin multiplicity is 1. Its highest occupied orbital energy is -8.90 eV.

Last column: Löwdin charge in e.
CARTESIAN COORDINATES (ANGSTROEM)
C (-0.47, -0.02, 0.57)  -0.4436
C (0.62, -0.16, -0.41)  -0.9602
O (-1.62, -0.09, 0.29)  0.0596
S (1.92, 0.96, 0.16)  0.5243
S (2.07, -1.04, 0.05)  0.5313
H (-0.24, 0.41, 1.53)  0.0982
H (0.14, -0.33, -1.58)  0.1905


b | A cluster of 2 separate species, C2H2OS2 in total. Source: the Open Molecules 2025 dataset; level of theory: ωB97M-V/def2-TZVPD.

As for the HOMO-LUMO gap: 8.46 eV. Its spin multiplicity is 1. Its highest occupied orbital energy is -9.02 eV.

Last column: Löwdin charge in e.
CARTESIAN COORDINATES (ANGSTROEM)
C (0.20, 2.25, -2.89)  -0.9816
C (-0.18, -1.14, -2.02)  -0.5369
O (-0.54, 1.71, -3.57)  0.0811
S (0.61, 0.00, -1.25)  0.6965
S (1.19, 3.26, -2.18)  0.7102
H (0.02, -2.20, -1.86)  -0.0011
H (-0.96, -0.85, -2.79)  0.0319


The structure with the least stability is a.


a | A cluster of 2 separate species, C5H5NS2 in total. Source: the Open Molecules 2025 dataset; level of theory: ωB97M-V/def2-TZVPD.

As for the HOMO-LUMO gap (spin up / spin down): 6.87 / 7.56 eV. Its spin multiplicity is 1. Its highest occupied orbital energy (spin up / spin down) is -7.51 / -8.09 eV.

Last column: Löwdin charge in e.
CARTESIAN COORDINATES (ANGSTROEM)
C (1.88, 0.88, 0.04)  -0.4369
C (1.85, -1.48, -0.52)  -0.3589
C (0.62, 0.35, -0.23)  -0.4835
C (-0.58, 1.11, -0.19)  -0.6483
C (-2.59, -0.32, 0.51)  0.0395
N (0.69, -1.00, -0.52)  0.0306
S (-0.96, 2.56, -0.50)  0.7537
S (3.15, -0.20, -0.12)  0.9600
H (2.21, 2.02, 0.15)  0.1250
H (2.21, -2.47, -0.48)  0.0567
H (-2.64, -1.23, -0.02)  -0.0311
H (-3.59, 0.19, 0.37)  0.0256
H (-2.25, -0.40, 1.50)  -0.0324


b | A cluster of 2 separate species, C5H5NS2 in total. Source: the Open Molecules 2025 dataset; level of theory: ωB97M-V/def2-TZVPD.

As for the HOMO-LUMO gap: 7.57 eV. Its spin multiplicity is 1. Its highest occupied orbital energy is -9.00 eV.

Last column: Löwdin charge in e.
CARTESIAN COORDINATES (ANGSTROEM)
C (2.74, 0.82, -0.34)  -0.3566
C (1.67, -1.44, -0.03)  -0.3850
C (1.29, 0.71, -0.21)  -0.5702
C (0.53, 1.81, -0.15)  -0.5221
C (-2.34, -0.28, 0.24)  -0.0858
N (0.78, -0.53, -0.12)  -0.0275
S (0.09, 3.29, -0.04)  0.8906
S (3.31, -0.74, -0.30)  0.9262
H (-2.38, 0.90, 0.09)  0.0425
H (1.45, -2.50, -0.01)  0.0774
H (-3.30, -0.77, -0.28)  0.0550
H (-2.47, -0.65, 1.26)  0.0002
H (-1.38, -0.63, -0.13)  -0.0446


The structure with the least stability is a.


a | The ion C6H14N3O2 with charge +1. Source: the Open Molecules 2025 dataset; level of theory: ωB97M-V/def2-TZVPD.

Its charge is +1. As for the HOMO-LUMO gap: 9.32 eV. Its spin multiplicity is 1. Its highest occupied orbital energy is -13.34 eV.

Last column: Löwdin charge in e.
CARTESIAN COORDINATES (ANGSTROEM)
C (-0.02, 1.27, -2.17)  0.1072
C (-1.12, 0.85, -1.55)  -0.0667
C (-1.08, -0.03, -0.37)  -0.2316
C (-2.63, 1.45, 0.78)  0.0334
C (1.76, 0.00, 1.34)  -0.0712
C (2.49, -1.62, -0.34)  -0.0782
N (-1.80, 0.27, 0.68)  -0.1105
N (1.73, -1.34, 0.84)  -0.1471
N (-0.34, -1.15, -0.44)  0.0766
O (-1.82, -0.48, 1.82)  0.0892
O (0.22, -1.78, 0.65)  -0.0810
H (-0.07, 1.94, -3.00)  0.0866
H (0.97, 0.99, -1.85)  0.0624
H (-2.09, 1.19, -1.87)  0.1207
H (-2.05, 2.36, 0.61)  0.1137
H (-3.45, 1.41, 0.06)  0.1116
H (-3.04, 1.46, 1.79)  0.1159
H (2.78, 0.17, 1.68)  0.1109
H (1.50, 0.77, 0.60)  0.0831
H (1.11, 0.07, 2.21)  0.0969
H (2.18, -2.59, -0.74)  0.1041
H (2.44, -0.84, -1.11)  0.0783
H (3.52, -1.72, -0.01)  0.1129
H (0.07, -1.40, -1.33)  0.1617
H (-1.26, -1.28, 1.72)  0.1213


b | The ion C6H14N3O2 with charge +1. Source: the Open Molecules 2025 dataset; level of theory: ωB97M-V/def2-TZVPD.

Its charge is +1. As for the HOMO-LUMO gap (spin up / spin down): 9.32 / 9.32 eV. Its spin multiplicity is 1. Its highest occupied orbital energy (spin up / spin down) is -13.48 / -13.48 eV.

Last column: Löwdin charge in e.
CARTESIAN COORDINATES (ANGSTROEM)
C (-1.00, 1.95, 0.24)  -0.0684
C (-1.62, 0.60, -0.25)  -0.0763
C (0.49, 1.82, -0.26)  -0.0393
C (-0.50, -0.43, -0.05)  -0.4721
C (-0.28, -1.53, -1.12)  -0.0314
C (-0.55, -1.32, 1.25)  -0.0347
N (2.86, 0.79, -0.11)  0.0643
N (0.69, 0.37, -0.13)  -0.0153
N (1.95, -0.07, -0.05)  -0.0775
O (4.06, 0.25, 0.01)  0.0495
O (2.23, -1.41, 0.18)  0.1569
H (-1.65, 2.67, -0.09)  0.0953
H (-1.12, 1.89, 1.25)  0.0866
H (-2.48, 0.26, 0.15)  0.0836
H (-1.84, 0.54, -1.39)  0.1637
H (0.48, 2.07, -1.24)  0.1020
H (1.29, 2.26, 0.41)  0.1468
H (0.52, -2.10, -0.92)  0.0143
H (-0.15, -1.18, -2.15)  0.1017
H (-1.18, -2.11, -1.30)  0.1090
H (0.13, -2.29, 1.18)  0.1120
H (-1.60, -1.74, 1.51)  0.1159
H (-0.29, -0.74, 2.23)  0.1039
H (4.73, 0.85, -0.41)  0.1764
H (3.10, -1.35, 0.58)  0.1330


The structure with the least stability is b.